Molecular formula: C4H8O2
Method: DFT, the ωB97M-V functional and the def2-TZVPD basis

```
14
Properties=species:S:1:pos:R:3:forces:R:3
C -0.210 0.326 -1.717 0.1 0.1 0.1
C 0.566 1.102 -0.963 -0.2 -0.1 -0.2
C 1.778 0.558 -0.309 0.1 -0.3 0.0
O 1.972 -0.623 -0.105 0.0 0.5 -0.1
H -1.100 0.706 -2.212 0.1 0.0 0.1
H 0.039 -0.723 -1.861 0.0 0.1 0.0
H 0.358 2.159 -0.818 0.0 -0.1 0.0
H 2.539 1.307 -0.012 -0.1 -0.1 0.0
C -1.332 -0.854 1.248 -0.4 -0.1 -0.1
O -0.232 -0.165 1.800 0.2 -0.1 0.1
H -2.103 -0.115 1.009 0.1 -0.1 0.0
H -1.758 -1.582 1.954 0.1 0.1 -0.1
H -1.069 -1.383 0.322 0.0 0.1 0.2
H 0.551 -0.713 1.663 -0.1 0.1 0.1
```
Positions in Å, forces in eV/Å.

Calculated values
* HOMO level: -10.205 eV
* spin multiplicity: 1
* SMILES: C=CC=O.CO
* DFT total energy: -8371.0536 eV
* HOMO-LUMO gap: 10.3 eV
* total charge: 0

---

Molecular formula: C4H8O2
Method: DFT, the ωB97M-V functional and the def2-TZVPD basis

```
14
Properties=species:S:1:pos:R:3:forces:R:3
C 0.958 -0.537 -0.724 -0.6 -1.1 1.8
C -0.172 -0.353 0.399 1.7 -0.3 1.1
C -1.511 -0.911 0.143 -0.6 -3.0 -2.3
O -2.523 -0.326 -0.163 0.4 0.4 0.6
C -0.369 1.155 0.601 -1.4 1.2 1.3
O -0.575 1.961 -0.577 2.8 -0.7 1.0
H 1.916 -0.453 -0.237 0.3 0.2 0.5
H 0.815 0.348 -1.255 0.0 1.0 -1.8
H 1.079 -1.459 -1.313 -0.9 0.3 0.1
H 0.210 -0.901 1.386 -0.8 1.4 -1.8
H -1.534 -2.069 0.018 0.1 1.2 0.6
H -1.349 1.272 1.247 2.3 0.0 -0.7
H 0.531 1.610 1.029 -0.4 -0.2 0.5
H -1.460 1.878 -0.784 -3.0 -0.3 -0.9
```
Positions in Å, forces in eV/Å.

Calculated values
* HOMO level: -9.861 eV
* spin multiplicity: 1
* SMILES: C[C@H](C=O)CO
* DFT total energy: -8371.1910 eV
* HOMO-LUMO gap: 10.6 eV
* total charge: 0

---

Molecular formula: C4H8O2
Method: DFT, the ωB97M-V functional and the def2-TZVPD basis

```
14
Properties=species:S:1:pos:R:3:forces:R:3
C 0.473 -1.230 -0.085 -0.2 0.0 0.3
C -2.209 1.234 0.054 -0.1 0.0 -0.1
C 1.290 -0.101 -0.217 0.4 0.0 0.0
C 2.596 0.111 -0.273 -0.1 -0.1 0.0
O -1.033 0.529 -0.197 0.2 -0.1 0.1
O 0.419 -1.895 1.056 -0.1 0.3 -0.4
H -0.328 -2.509 1.060 0.1 0.0 0.0
H -0.164 -1.561 -0.897 0.0 0.0 0.0
H 0.334 0.704 -0.237 -0.3 0.0 0.0
H -2.362 2.048 -0.673 0.0 -0.1 0.1
H -3.086 0.573 -0.036 0.1 0.0 0.0
H -2.240 1.677 1.063 0.0 0.0 -0.1
H 2.993 1.118 -0.311 0.0 0.0 0.0
H 3.318 -0.699 -0.307 0.0 0.0 0.0
```
Positions in Å, forces in eV/Å.

Calculated values
* HOMO level (alpha / beta): -8.457 / -8.455 eV
* spin multiplicity: 1
* DFT total energy: -8367.9420 eV
* HOMO-LUMO gap (alpha / beta): 8.5 / 8.5 eV
* total charge: 0

---

Molecular formula: C4H8O2
Method: DFT, the ωB97M-V functional and the def2-TZVPD basis

```
14
Properties=species:S:1:pos:R:3:forces:R:3
C 1.852 0.379 -0.134 -0.1 0.1 -0.1
C 0.917 -0.662 0.432 -0.5 0.2 -0.1
O 0.005 -0.238 1.446 0.4 0.0 1.0
C -0.568 -0.686 0.245 0.4 -0.1 0.4
C -1.341 0.328 -0.525 1.3 -0.8 -2.5
O -2.680 0.491 -0.231 -0.6 -0.2 1.2
H 1.319 1.290 -0.414 0.1 -0.1 0.0
H 2.368 -0.008 -1.019 -0.1 0.0 0.1
H 2.614 0.654 0.605 -0.2 -0.1 -0.1
H 1.402 -1.613 0.683 -0.3 0.2 -0.2
H -1.061 -1.662 0.291 0.1 0.1 0.1
H -1.315 -0.167 -1.506 -0.1 0.6 -0.4
H -0.841 1.294 -0.600 0.2 0.0 0.1
H -2.670 0.600 0.725 -0.7 0.2 0.2
```
Positions in Å, forces in eV/Å.

Calculated values
* HOMO level: -10.227 eV
* spin multiplicity: 1
* SMILES: C[C@H]1O[C@H]1CO
* DFT total energy: -8371.0732 eV
* HOMO-LUMO gap: 11.3 eV
* total charge: 0

---

Molecular formula: C4H8O2
Method: DFT, the ωB97M-V functional and the def2-TZVPD basis

```
14
Properties=species:S:1:pos:R:3:forces:R:3
C 1.881 -0.744 -0.881 0.2 0.0 -0.1
C 1.029 0.114 0.028 0.1 -0.4 -0.2
O 1.307 1.483 -0.122 -0.2 0.1 -0.1
C -0.369 -0.365 -0.024 0.2 0.3 0.2
O -1.184 0.646 0.163 0.3 -0.7 0.2
C -2.434 0.118 0.641 -0.5 0.0 0.1
H 1.649 -1.794 -0.678 0.1 0.2 -0.1
H 2.943 -0.558 -0.718 0.0 0.0 -0.1
H 1.627 -0.528 -1.922 0.1 0.0 0.1
H 1.206 -0.213 1.084 0.1 0.1 -0.1
H 0.484 1.958 0.065 0.2 0.0 0.0
H -2.963 -0.376 -0.174 0.0 0.2 0.1
H -2.983 0.956 1.062 -0.2 0.0 -0.1
H -2.191 -0.618 1.409 -0.3 0.2 -0.1
```
Positions in Å, forces in eV/Å.

Calculated values
* HOMO level: -8.698 eV
* spin multiplicity: 1
* DFT total energy: -8369.4875 eV
* HOMO-LUMO gap: 9.4 eV
* total charge: 0

---

Molecular formula: C4H8O2
Method: DFT, the ωB97M-V functional and the def2-TZVPD basis

```
14
Properties=species:S:1:pos:R:3:forces:R:3
O 1.921 -1.216 -0.554 -0.6 -0.2 0.2
C 1.044 -0.122 -0.789 -0.2 0.2 -0.1
C 0.332 0.341 0.474 0.1 -0.2 0.0
C -0.851 1.264 0.352 -0.2 -0.4 0.3
C -0.767 -0.542 1.091 0.2 -0.1 -0.4
O -1.364 -1.416 0.225 0.4 0.3 -0.4
H 1.412 -1.905 -0.090 0.4 0.3 -0.2
H 0.308 -0.347 -1.592 0.3 0.0 0.2
H 1.672 0.688 -1.180 -0.2 -0.2 0.1
H 1.057 0.645 1.235 -0.2 0.0 -0.2
H -1.379 1.262 -0.604 0.1 0.0 0.2
H -0.828 2.213 0.893 0.0 -0.3 -0.1
H -1.559 0.526 1.227 0.0 0.5 -0.2
H -0.999 -1.392 -0.689 -0.2 0.0 0.6
```
Positions in Å, forces in eV/Å.

Calculated values
* HOMO level: -8.557 eV
* spin multiplicity: 1
* DFT total energy: -8368.6048 eV
* HOMO-LUMO gap: 9.3 eV
* total charge: 0

---

Molecular formula: C4H8O2
Method: DFT, the ωB97M-V functional and the def2-TZVPD basis

```
14
Properties=species:S:1:pos:R:3:forces:R:3
C 1.530 0.909 0.148 -0.1 0.0 0.1
C 0.851 -0.352 0.616 0.3 0.0 -0.1
C -0.599 -0.562 0.586 -0.2 -0.2 0.9
O 0.079 -0.316 1.804 0.7 -0.6 0.9
H 0.823 1.743 0.106 0.1 -0.1 0.0
H 1.970 0.765 -0.848 -0.1 0.0 0.2
H 2.341 1.170 0.835 -0.1 0.0 -0.1
H 1.462 -1.255 0.604 -0.1 0.1 -0.3
H -1.039 -1.543 0.374 0.2 0.2 0.4
H -1.229 0.319 0.518 0.3 -1.5 0.2
C -1.552 0.874 -1.008 -0.6 1.2 -0.8
O -1.770 1.867 -0.346 -0.3 0.2 -1.3
H -2.284 0.047 -1.138 -0.1 0.4 0.0
H -0.613 0.712 -1.573 -0.1 0.2 0.0
```
Positions in Å, forces in eV/Å.

Calculated values
* HOMO level: -10.110 eV
* spin multiplicity: 1
* SMILES: C[C@@H]1CO1.C=O
* DFT total energy: -8369.2285 eV
* HOMO-LUMO gap: 10.8 eV
* total charge: 0

---

Molecular formula: C4H8O2
Method: DFT, the ωB97M-V functional and the def2-TZVPD basis

```
14
Properties=species:S:1:pos:R:3:forces:R:3
C 0.436 1.106 -1.132 0.0 0.0 0.0
C 0.061 0.002 -0.165 -0.1 0.1 0.0
C -0.225 0.408 1.273 0.0 0.3 -0.2
O -0.221 -0.717 2.108 0.1 -0.1 0.1
C -0.502 -1.259 -0.641 -0.3 -0.1 -0.2
O 0.859 -1.195 -0.213 0.3 0.0 0.0
H 0.523 2.071 -0.622 0.0 -0.2 0.0
H -0.302 1.217 -1.931 0.1 0.0 0.1
H 1.403 0.870 -1.585 -0.1 0.0 0.0
H -1.211 0.885 1.324 0.1 0.0 0.0
H 0.524 1.155 1.589 -0.1 -0.2 0.0
H 0.445 -1.305 1.709 -0.1 0.0 0.2
H -0.615 -1.411 -1.710 -0.1 0.0 0.0
H -1.176 -1.827 -0.002 0.2 0.0 0.0
```
Positions in Å, forces in eV/Å.

Calculated values
* HOMO level: -10.217 eV
* spin multiplicity: 1
* SMILES: C[C@@]1(CO)CO1
* DFT total energy: -8371.3490 eV
* HOMO-LUMO gap: 11.2 eV
* total charge: 0

---

Molecular formula: C4H8O2
Method: DFT, the ωB97M-V functional and the def2-TZVPD basis

```
14
Properties=species:S:1:pos:R:3:forces:R:3
C 0.557 -1.664 -0.370 -0.1 -0.1 -0.2
C 0.419 -0.021 0.969 0.0 0.1 -0.2
C 0.791 1.045 -0.019 0.3 0.0 0.1
O -0.402 1.232 -0.789 0.0 0.0 0.0
C -1.444 0.957 0.091 -0.3 0.1 0.0
O -0.920 0.084 1.113 0.0 0.0 0.0
H 1.564 -1.946 -0.689 -0.1 0.1 0.1
H -0.023 -2.521 -0.022 0.1 0.1 0.0
H 0.030 -1.122 -1.152 0.1 -0.1 0.1
H 0.850 -1.124 0.872 0.1 -0.1 0.0
H 1.031 1.970 0.528 0.0 -0.1 -0.1
H 1.615 0.793 -0.687 -0.1 0.0 0.1
H -1.812 1.860 0.599 0.1 -0.1 -0.1
H -2.255 0.455 -0.445 0.1 0.0 0.1
```
Positions in Å, forces in eV/Å.

Calculated values
* HOMO level: -8.030 eV
* spin multiplicity: 1
* DFT total energy: -8368.2962 eV
* HOMO-LUMO gap: 9.0 eV
* total charge: 0

---

Molecular formula: C4H8O2
Method: DFT, the ωB97M-V functional and the def2-TZVPD basis

```
14
Properties=species:S:1:pos:R:3:forces:R:3
O 2.015 1.066 0.446 0.2 0.1 0.0
C 1.489 -0.139 -0.081 -0.1 -0.4 -0.3
C 0.016 -0.130 -0.185 0.0 -0.5 -0.4
C -1.040 0.649 -0.930 0.0 0.3 -0.2
O -1.978 -0.437 -0.632 -0.1 0.0 0.0
C -0.928 -1.061 -0.015 0.4 -0.4 -0.2
H 2.966 1.044 0.273 -0.2 0.2 0.1
H 1.771 -1.009 0.535 0.0 0.1 -0.1
H 1.883 -0.308 -1.094 0.2 0.0 0.1
H -1.088 0.131 1.707 -0.6 0.1 0.8
H -1.435 1.582 -0.517 0.2 -0.1 0.1
H -0.871 0.733 -2.005 -0.1 0.0 0.0
H -1.733 -0.105 2.013 0.0 0.4 0.4
H -1.065 -2.016 0.485 0.1 0.1 -0.2
```
Positions in Å, forces in eV/Å.

Calculated values
* HOMO level: -8.647 eV
* spin multiplicity: 1
* DFT total energy: -8368.9759 eV
* HOMO-LUMO gap: 9.4 eV
* total charge: 0

---

Molecular formula: C4H8O2
Method: DFT, the ωB97M-V functional and the def2-TZVPD basis

```
14
Properties=species:S:1:pos:R:3:forces:R:3
C 1.883 -0.038 -0.815 0.1 0.0 0.0
C 0.617 -0.002 0.045 -0.1 -0.1 -0.4
O 0.424 1.065 0.789 0.0 0.0 0.0
C -0.595 -0.513 -0.585 0.1 0.0 0.1
C -1.867 -0.048 -0.016 -0.1 -0.2 0.0
O -1.578 1.197 -0.636 0.0 0.2 0.0
H 2.751 0.135 -0.176 -0.1 0.0 -0.1
H 2.006 -0.993 -1.340 0.0 0.1 0.1
H 1.831 0.773 -1.548 0.0 -0.1 0.1
H -0.564 -1.137 -1.479 0.0 0.1 0.1
H 0.588 -1.046 0.613 0.0 0.0 0.0
H -1.901 0.000 1.076 0.0 0.0 -0.1
H -2.768 -0.490 -0.442 0.1 0.0 0.1
H -0.772 1.508 -0.015 0.0 0.0 -0.1
```
Positions in Å, forces in eV/Å.

Calculated values
* HOMO level: -9.085 eV
* spin multiplicity: 1
* DFT total energy: -8368.9618 eV
* HOMO-LUMO gap: 8.6 eV
* total charge: 0

---

Molecular formula: C4H8O2
Method: DFT, the ωB97M-V functional and the def2-TZVPD basis

```
14
Properties=species:S:1:pos:R:3:forces:R:3
C -0.157 -1.472 -0.680 0.0 0.0 -0.1
C 0.187 -1.050 0.752 0.0 0.0 0.1
C 0.696 0.380 0.856 0.2 -0.1 0.0
O -0.434 1.278 0.853 -0.1 0.1 -0.1
C -0.524 2.183 -0.125 0.2 0.1 -0.3
O 0.240 2.333 -1.042 -0.3 -0.1 0.4
H 0.727 -1.849 -1.204 -0.1 0.1 0.1
H -0.912 -2.263 -0.692 0.1 0.1 0.0
H -0.547 -0.630 -1.263 0.0 -0.1 0.1
H 0.946 -1.722 1.171 -0.1 0.1 -0.1
H -0.691 -1.132 1.402 0.1 0.0 -0.1
H 1.208 0.555 1.806 -0.1 0.0 -0.1
H 1.363 0.646 0.031 -0.1 -0.1 0.1
H -1.429 2.788 0.040 0.1 0.0 -0.1
```
Positions in Å, forces in eV/Å.

Calculated values
* HOMO level: -10.747 eV
* spin multiplicity: 1
* SMILES: CCCOC=O
* DFT total energy: -8372.6413 eV
* HOMO-LUMO gap: 11.7 eV
* total charge: 0

---

| no. | F_max (eV/Å) |
| --- | --- |
| 1 | 0.5 |
| 2 | 3.9 |
| 3 | 0.5 |
| 4 | 2.9 |
| 5 | 0.7 |
| 6 | 0.7 |
| 7 | 1.6 |
| 8 | 0.3 |
| 9 | 0.3 |
| 10 | 1.0 |
| 11 | 0.4 |
| 12 | 0.5 |